1.
{"formula": "C36H28IrN7O2P", "method": "wB97M-V/def2-TZVPD", "multiplicity": 5, "e_homo_ev": [-9.15, -10.67], "gap_ha": [0.219, 0.179], "e_tot_ev": -64428.755, "charge": 1, "de_lowest_kj_mol": 0.0, "species": ["Ir", "N", "C", "C", "C", "C", "C", "C", "P", "C", "C", "C", "C", "C", "C", "C", "C", "C", "C", "C", "C", "H", "H", "H", "H", "H", "H", "H", "H", "H", "H", "H", "H", "H", "H", "H", "H", "C", "O", "C", "C", "C", "C", "C", "C", "N", "N", "C", "C", "C", "C", "O", "C", "N", "C", "C", "C", "C", "H", "H", "H", "H", "H", "H", "H", "H", "H", "H", "H", "H", "N", "C", "N", "C", "N"], "coordinates": [[-1.4735, 0.2870, 0.6418], [-1.2493, 0.1296, 2.6954], [-1.5201, -1.0990, 3.4017], [-1.4790, -1.1283, 4.8217], [-1.9739, -2.2647, 5.4707], [-2.4164, -3.3564, 4.7196], [-2.5020, -3.3620, 3.3447], [-2.0229, -2.1948, 2.6806], [-2.0500, -2.0450, 0.8467], [-3.6155, -2.7752, 0.2712], [-4.7650, -1.9397, 0.2869], [-6.0100, -2.5050, 0.0773], [-6.1286, -3.8931, -0.1573], [-5.0060, -4.7186, -0.1745], [-3.7609, -4.1597, 0.0487], [-0.7781, -3.1426, 0.2133], [-0.3451, -4.1979, 0.9551], [0.5528, -5.1368, 0.3799], [1.0222, -4.9551, -0.8961], [0.5054, -3.9098, -1.6835], [-0.3744, -2.9896, -1.1077], [-1.9606, 0.7938, 2.9994], [-0.3735, 0.5162, 3.0780], [-1.0481, -0.3016, 5.4143], [-1.9115, -2.3370, 6.5511], [-2.6154, -4.2394, 5.3009], [-2.8094, -4.2512, 2.8139], [-4.6818, -0.9025, 0.5467], [-6.8784, -1.8064, 0.1247], [-7.0759, -4.3337, -0.2764], [-5.1496, -5.7737, -0.4312], [-2.8776, -4.7860, 0.0385], [-0.7572, -4.4167, 1.9420], [0.8739, -5.9332, 0.9581], [1.8124, -5.5795, -1.3095], [0.7543, -3.7303, -2.7099], [-0.8169, -2.1361, -1.6338], [5.1143, 7.3296, -0.4388], [6.0010, 6.2290, -0.6806], [5.5464, 5.2211, -1.4418], [4.3676, 5.3493, -2.1112], [3.9210, 4.2988, -2.8954], [4.5550, 3.0663, -2.9241], [5.8144, 2.9668, -2.2419], [6.3630, 4.0776, -1.5631], [4.0405, 1.9005, -3.4652], [2.8346, 1.8129, -3.9718], [1.8162, 1.4399, -3.2962], [0.5651, 1.5502, -4.0635], [-0.5731, 1.3672, -3.4133], [-0.6463, 0.8235, -2.0667], [-1.7437, 0.5759, -1.3687], [0.5799, 0.5636, -1.3663], [0.3804, 0.0323, -0.1023], [1.5541, -0.2927, 0.5640], [2.8356, -0.0608, -0.0117], [2.9230, 0.5997, -1.2384], [1.7938, 0.8509, -1.9795], [5.6850, 7.9095, 0.2561], [4.1800, 7.0714, 0.0263], [4.9253, 7.8771, -1.3668], [3.7448, 6.1959, -2.0097], [2.9660, 4.4858, -3.4413], [6.3934, 2.0718, -2.4591], [7.3249, 4.1256, -1.0760], [0.4221, 1.8834, -5.0688], [-1.4907, 1.6348, -3.9279], [1.6236, -0.8160, 1.5071], [3.6616, -0.3245, 0.6557], [3.8662, 0.9161, -1.4917], [-4.6238, 4.8888, 2.8859], [-4.5104, 4.1809, 1.9941], [-4.3891, 3.3174, 1.0290], [-3.7662, 2.2529, 1.1441], [-3.1505, 1.2017, 1.1764]], "forces_ev_per_angstrom": [[-0.55, 0.20, -1.84], [1.07, 0.95, 0.94], [-1.11, -1.48, 0.94], [-0.10, -0.27, -0.41], [0.86, 0.60, -0.84], [-0.01, -0.23, 0.78], [1.13, 1.49, 0.16], [-0.32, -0.34, -0.16], [-0.58, -0.47, 0.23], [-0.85, 0.14, 0.56], [0.76, -1.31, 0.10], [-0.59, 0.06, -0.04], [1.02, 1.17, 0.43], [-0.62, 0.28, -0.39], [0.61, 0.60, -0.05], [-0.39, 0.44, 0.03], [0.74, -2.08, 0.16], [-1.00, 2.11, 0.01], [0.09, 0.52, -1.01], [-0.56, 0.83, 0.88], [0.01, -0.06, -0.35], [-0.07, 0.09, 0.14], [-0.27, -0.12, -0.40], [-0.39, -0.38, -0.50], [-0.10, 0.02, -0.14], [-0.45, -0.34, -0.12], [-0.20, 0.14, -0.13], [0.11, 0.40, -0.11], [0.58, -1.00, -0.14], [-1.11, -0.35, -0.27], [0.30, 0.38, 0.33], [0.02, -0.04, -0.03], [0.39, 0.23, -0.23], [0.64, -1.45, 1.01], [-0.37, -0.12, 0.09], [0.43, -0.29, -0.34], [0.41, -0.40, -0.30], [1.03, -0.01, -0.48], [-0.09, 0.08, 0.51], [0.94, 0.25, 0.40], [-0.56, -1.44, -0.91], [-2.06, 0.71, -0.39], [0.38, -0.68, 0.33], [0.74, 1.18, -0.44], [-1.56, -0.96, -0.67], [0.63, -0.10, 0.09], [2.24, 1.61, -0.18], [-1.92, -0.48, -1.86], [1.16, -0.15, 1.38], [-2.66, -0.93, 1.85], [0.79, 0.32, 0.62], [-0.37, 0.44, -0.47], [-2.75, -0.09, -0.94], [3.57, -0.16, 1.33], [0.85, 0.31, -2.02], [-2.27, -0.19, 1.35], [-0.62, -0.90, 1.66], [0.72, 0.34, 0.55], [0.11, 0.69, 0.24], [-0.43, -0.55, 0.15], [0.07, 0.07, 0.16], [-0.34, 0.78, -0.08], [0.84, -0.54, 0.39], [-0.05, 0.06, 0.46], [0.10, -0.40, -0.07], [1.05, 0.29, -0.48], [-0.17, -0.33, 0.26], [-1.05, 0.14, 0.27], [-0.02, 0.24, -0.73], [1.91, 0.57, -1.11], [-0.13, 0.88, 0.68], [-0.17, 0.29, 0.87], [0.25, -1.31, -1.33], [1.40, -1.90, -0.22], [-1.10, 1.97, -0.12]]}

2.
{"formula": "C36H28OP2S5SbTi", "method": "wB97M-V/def2-TZVPD", "multiplicity": 2, "e_homo_ev": [-6.03, -6.08], "gap_ha": [0.152, 0.142], "e_tot_ev": -142237.201, "species": ["Ti", "O", "S", "C", "C", "C", "C", "C", "C", "P", "C", "C", "C", "C", "C", "C", "C", "C", "C", "C", "C", "C", "C", "C", "C", "C", "C", "C", "P", "C", "C", "C", "C", "C", "C", "C", "C", "C", "C", "C", "C", "H", "H", "H", "H", "H", "H", "H", "H", "H", "H", "H", "H", "H", "H", "H", "H", "H", "H", "H", "H", "H", "H", "H", "H", "H", "H", "H", "H", "S", "Sb", "S", "S", "S"], "coordinates": [[-0.4525, 0.5432, -0.0566], [1.8130, -2.4360, 1.8820], [1.4314, -1.2940, 0.9567], [2.1619, -1.8694, -0.6009], [2.9902, -2.9936, -0.4631], [3.8033, -3.4163, -1.5350], [3.7817, -2.7112, -2.7650], [2.9084, -1.6465, -2.9005], [2.0820, -1.1895, -1.8482], [1.1006, 0.2955, -2.0181], [2.3600, 1.6088, -2.2485], [1.8454, 2.8288, -2.7319], [2.6939, 3.8337, -3.1326], [4.0691, 3.6865, -3.0243], [4.5979, 2.4601, -2.6263], [3.7544, 1.4252, -2.2110], [0.2837, 0.0109, -3.6253], [0.8707, 0.5998, -4.7460], [0.2714, 0.4923, -6.0176], [-0.7824, -0.3802, -6.2166], [-1.2481, -1.0893, -5.1287], [-0.8185, -0.8303, -3.8197], [-0.2947, -1.5094, 0.6206], [-0.8780, -2.4652, -0.2536], [-2.2042, -2.8913, -0.1023], [-3.0205, -2.3006, 0.8808], [-2.5253, -1.3634, 1.7774], [-1.2204, -0.8708, 1.5659], [-0.5042, 0.2587, 2.8317], [-1.8882, 1.3916, 3.2944], [-3.1477, 1.5781, 2.7338], [-4.1113, 2.3443, 3.3880], [-3.7977, 3.1111, 4.4666], [-2.5048, 3.0551, 4.9620], [-1.6226, 2.1121, 4.4703], [-0.4821, -0.9073, 4.2382], [-1.5217, -0.9638, 5.1409], [-1.6657, -2.0466, 6.0125], [-0.7025, -3.0434, 6.0660], [0.4514, -2.8934, 5.3087], [0.5776, -1.7615, 4.4816], [2.8449, -3.5930, 0.3931], [4.4332, -4.2916, -1.3975], [4.3514, -2.9700, -3.6448], [2.8457, -1.1387, -3.8937], [0.7916, 2.9195, -2.8581], [2.2745, 4.7321, -3.5529], [4.6955, 4.5345, -3.1847], [5.6676, 2.2641, -2.6082], [4.1883, 0.4510, -1.9245], [1.8313, 1.1143, -4.7054], [0.7052, 1.0409, -6.8969], [-1.2428, -0.5508, -7.2176], [-2.0827, -1.7853, -5.2857], [-1.3300, -1.2807, -2.9555], [-0.2368, -3.0177, -0.9933], [-2.5830, -3.6084, -0.8084], [-4.0501, -2.5534, 0.9444], [-3.1022, -1.0740, 2.6556], [-3.4624, 1.1495, 1.7995], [-5.1112, 2.2830, 2.9873], [-4.5633, 3.7440, 4.9359], [-2.1366, 3.7961, 5.6626], [-0.6231, 2.0110, 4.9514], [-2.2892, -0.2143, 5.1447], [-2.5095, -2.0393, 6.6938], [-0.8322, -3.8913, 6.7441], [1.2378, -3.6275, 5.3516], [1.4636, -1.6094, 3.8765], [-3.1396, 5.8007, -0.6252], [-1.3041, 4.9049, -1.7467], [-1.0315, 2.7115, -0.0378], [-2.2170, 1.3688, -1.1026], [-1.9382, 3.6570, -3.7073]], "forces_ev_per_angstrom": [[-1.26, 1.70, -0.18], [-0.29, 1.53, -0.43], [0.92, -2.47, 0.02], [0.54, 0.15, -1.41], [-0.22, 0.37, -1.91], [-0.41, 0.71, -0.27], [-0.55, -0.24, 1.16], [-0.69, 0.69, -0.52], [1.27, -1.17, 0.93], [0.26, -0.09, -0.17], [0.02, 0.38, -0.64], [0.60, -1.01, 0.32], [0.09, 0.24, 0.07], [-0.24, -0.74, 0.37], [-0.14, -0.25, 0.48], [-0.31, -0.48, -0.20], [0.41, 0.38, -0.66], [-0.17, 0.06, -1.14], [1.04, 0.34, -0.57], [-0.05, -0.08, -0.64], [-1.27, -0.34, 0.93], [0.12, -0.04, 0.01], [-1.66, -0.70, 0.39], [0.34, -1.53, -0.28], [1.06, 1.57, -0.20], [0.48, 0.31, 0.34], [0.20, -0.84, -1.24], [0.77, -0.30, 0.72], [-0.19, 0.75, -0.07], [-0.09, -0.19, 0.66], [0.03, -0.18, 0.08], [-0.15, -0.74, -0.98], [-0.39, 0.71, 0.90], [0.38, 0.19, 0.10], [1.33, 0.38, -0.18], [0.25, 0.41, 0.95], [-1.20, -0.90, 0.32], [0.15, 0.68, 0.14], [0.03, -0.13, 0.19], [-0.23, 0.97, -0.21], [0.61, -0.98, -0.82], [0.43, -0.37, 1.01], [-0.13, 0.14, -0.10], [0.29, -0.33, 0.22], [0.01, -0.39, 0.99], [-0.84, 0.31, -0.13], [-0.09, 0.25, 0.10], [0.48, 0.29, -0.47], [-0.14, 0.29, 0.05], [-0.28, 0.68, -0.11], [-0.47, 0.18, 0.27], [-0.41, -0.55, 1.12], [0.53, 0.28, 0.94], [0.38, 0.27, 0.20], [0.25, 0.09, -0.51], [-0.59, 0.77, 0.78], [-0.20, -0.20, 0.01], [-0.66, -0.54, 0.15], [0.11, 0.24, -0.44], [0.20, -0.39, -0.24], [-0.14, 0.38, -0.05], [0.49, -0.18, -0.28], [-0.24, -0.33, 0.38], [-0.79, 0.13, -0.39], [-0.31, 0.16, -0.07], [0.02, -0.17, -0.09], [0.08, 0.23, -0.31], [0.22, 0.01, 0.05], [0.05, -0.38, 0.24], [1.01, -0.64, -0.62], [-1.39, 0.80, -1.41], [-0.19, -0.71, 0.60], [0.38, -0.03, 0.28], [0.60, 0.61, 1.49]]}

3.
{"formula": "C36H29AsN7NaO2S4", "method": "wB97M-V/def2-TZVPD", "e_homo_ev": -0.68, "gap_ha": 0.151, "e_tot_ev": -160927.271, "charge": -2, "de_lowest_kj_mol": 25.4, "species": ["Na", "N", "C", "C", "C", "C", "C", "C", "S", "N", "C", "C", "C", "C", "C", "C", "N", "H", "H", "H", "H", "H", "H", "H", "H", "H", "C", "O", "C", "O", "N", "N", "H", "H", "H", "H", "H", "H", "S", "C", "C", "N", "C", "S", "C", "N", "S", "C", "C", "C", "C", "C", "C", "As", "C", "C", "C", "C", "C", "C", "C", "C", "C", "C", "C", "C", "H", "H", "H", "H", "H", "H", "H", "H", "H", "H", "H", "H", "H", "H"], "coordinates": [[0.5143, -0.5665, 2.4141], [4.0501, 1.0520, -0.2226], [4.2930, 2.4195, -0.1357], [5.2983, 3.0049, -0.8921], [5.5481, 4.3709, -0.8139], [4.7868, 5.1676, 0.0201], [3.7822, 4.5852, 0.7879], [3.5370, 3.2267, 0.7220], [2.2740, 2.4956, 1.7303], [2.1353, 0.9470, 1.1532], [2.9463, 0.4119, 0.3320], [2.7080, -0.9798, -0.0799], [3.6912, -1.7666, -0.6789], [3.3732, -3.0544, -1.0735], [2.0946, -3.5307, -0.8480], [1.1957, -2.6934, -0.1989], [1.4832, -1.4531, 0.1585], [4.5506, 0.5571, -0.9371], [5.9048, 2.3817, -1.5412], [6.3423, 4.8049, -1.4079], [4.9715, 6.2323, 0.0804], [3.1823, 5.1837, 1.4639], [4.7046, -1.4061, -0.8033], [4.1249, -3.6790, -1.5397], [1.8023, -4.5289, -1.1407], [0.2000, -3.0369, 0.0534], [-0.6267, 3.5337, 5.7248], [-1.0224, 3.6400, 4.3616], [-0.5706, 2.6224, 3.5706], [0.1810, 1.7629, 3.9647], [-1.0473, 2.7785, 2.3212], [-0.8491, 1.7699, 1.3806], [-0.8459, 4.4949, 6.1833], [0.4350, 3.3031, 5.7990], [-1.1886, 2.7418, 6.2219], [-1.7900, 3.4454, 2.1858], [-0.5677, 2.1887, 0.5039], [-1.7280, 1.2539, 1.2410], [2.7618, -1.9077, 3.6463], [2.1154, -3.3717, 4.2990], [2.9472, -4.0080, 5.2644], [3.6523, -4.4860, 6.0464], [0.9231, -3.9819, 3.9642], [-0.2727, -3.4095, 2.8581], [0.6222, -5.2370, 4.5689], [0.3498, -6.2619, 5.0290], [-3.8931, 0.3004, 1.4675], [-4.6969, -0.4678, 0.1485], [-6.0982, -0.5943, 0.1346], [-6.7593, -1.0789, -0.9769], [-6.0518, -1.4503, -2.1143], [-4.6647, -1.3962, -2.0939], [-3.9725, -0.9386, -0.9780], [-2.0215, -1.0303, -0.7693], [-1.7565, -2.0471, -2.4583], [-1.9223, -3.4297, -2.3761], [-1.8934, -4.2307, -3.5070], [-1.6825, -3.6598, -4.7550], [-1.4812, -2.2908, -4.8517], [-1.5177, -1.4942, -3.7142], [-1.5090, 0.7018, -1.5199], [-0.1605, 0.9066, -1.8135], [0.2861, 2.1273, -2.2964], [-0.6187, 3.1649, -2.4884], [-1.9616, 2.9736, -2.1927], [-2.4050, 1.7471, -1.7139], [-6.6474, -0.2976, 1.0189], [-7.8417, -1.1623, -0.9681], [-6.5733, -1.8010, -2.9971], [-4.1193, -1.7215, -2.9727], [-2.0927, -3.8780, -1.4014], [-2.0418, -5.3006, -3.4206], [-1.6840, -4.2764, -5.6462], [-1.3092, -1.8388, -5.8223], [-1.3710, -0.4263, -3.8172], [0.5371, 0.0933, -1.6523], [1.3342, 2.2754, -2.5316], [-0.2685, 4.1208, -2.8602], [-2.6657, 3.7853, -2.3347], [-3.4496, 1.5978, -1.4629]], "forces_ev_per_angstrom": [[0.03, -0.24, 0.18], [0.01, -0.33, 0.06], [0.07, 0.47, 0.04], [0.00, -0.11, -0.03], [0.00, 0.06, 0.00], [0.04, 0.00, 0.02], [-0.03, -0.05, 0.01], [-0.11, -0.31, -0.03], [0.22, 0.59, 0.17], [0.18, -0.53, -0.28], [-0.06, 0.82, 0.35], [-0.06, -1.01, -0.31], [0.02, 0.38, 0.13], [-0.18, -0.18, -0.02], [0.28, 0.12, 0.00], [-0.25, -0.18, 0.01], [0.13, 0.29, -0.02], [-0.04, -0.02, -0.06], [-0.03, -0.01, -0.01], [0.00, -0.02, -0.01], [0.00, 0.00, 0.03], [0.00, 0.06, -0.05], [0.00, -0.02, 0.02], [0.00, -0.01, 0.01], [-0.03, -0.01, 0.04], [0.04, 0.00, 0.03], [0.08, -0.11, 0.03], [-0.02, -0.03, -0.12], [0.11, 0.15, 0.23], [-0.04, -0.22, -0.08], [-0.19, 0.13, -0.17], [-0.11, -0.32, 0.07], [-0.03, 0.01, -0.03], [-0.02, 0.03, 0.03], [0.02, 0.02, 0.01], [-0.12, -0.03, 0.06], [0.14, -0.01, -0.01], [-0.03, 0.08, -0.02], [0.03, 0.47, -0.23], [-0.57, -0.23, -0.37], [0.34, -0.26, 0.41], [-0.08, 0.02, -0.08], [0.56, 0.46, 0.01], [-0.21, 0.32, -0.27], [-0.12, -0.48, 0.29], [0.04, 0.09, -0.04], [0.20, 0.19, 0.25], [0.27, 0.14, -0.16], [-0.02, -0.14, -0.17], [-0.08, 0.05, 0.04], [0.01, -0.06, -0.07], [0.06, -0.04, -0.14], [-0.23, 0.01, 0.24], [-0.44, -0.15, -0.21], [0.11, -0.03, -0.07], [0.05, 0.04, 0.21], [0.00, -0.03, -0.06], [-0.02, 0.00, -0.01], [0.00, -0.04, -0.05], [0.04, 0.04, 0.04], [0.09, 0.12, -0.03], [-0.04, -0.06, 0.04], [-0.02, 0.04, -0.07], [0.06, 0.05, 0.03], [0.02, 0.04, -0.03], [-0.10, -0.07, 0.09], [0.02, 0.06, 0.00], [0.00, 0.02, 0.03], [0.03, -0.02, 0.00], [-0.03, -0.01, 0.03], [-0.02, -0.04, -0.03], [0.00, 0.01, 0.04], [0.05, -0.01, 0.01], [0.00, 0.02, 0.02], [-0.04, 0.02, 0.01], [0.06, 0.03, 0.01], [0.01, -0.02, 0.05], [-0.03, 0.01, 0.01], [-0.01, -0.01, 0.01], [0.01, 0.02, -0.02]]}